Record 1
Density functional theory data (ωB97M-V/def2-TZVPD) for a cluster of 2 separate species, C5H14N3O2P in total at a distorted geometry.

Energy above the lowest of the compared OMol25 structures with the same formula, charge and spin in eV: 0.754
E_LUMO (alpha / beta) in eV: -0.13 / -0.13
Strongest force on any atom in eV/Å: 3.26
Orbital gap (alpha / beta) in eV: 7.39 / 7.39
Charge: 0

XYZ file:
```
25
Properties=species:S:1:pos:R:3:nbo_charge:R:1
C 0.73661 -0.72646 -0.87093 0.57
C 0.50960 -1.74804 2.13253 -0.60
C -0.23260 0.80560 2.05244 -0.61
C -0.36365 -0.83196 0.01609 -0.43
C -0.45670 -0.65053 1.49421 -0.25
N 1.96947 -0.28036 -0.37566 -0.87
N -1.77190 0.55717 -2.66996 -1.20
N 0.31977 1.96226 -2.20658 -1.20
O 0.55297 -0.95290 -2.07055 -0.77
O -1.88430 2.45515 -0.78580 -1.03
P -1.06857 1.50404 -1.53047 2.20
H 1.38706 -2.00780 1.63842 0.19
H -0.08979 -2.64586 2.24791 0.21
H 0.73340 -1.29938 3.07239 0.20
H 0.47594 1.29575 1.39278 0.20
H -1.26748 1.25502 1.96565 0.23
H 0.02606 0.85782 3.11658 0.21
H -1.23340 -1.22759 -0.50723 0.22
H -1.33966 -1.03662 1.95718 0.21
H 2.22142 -0.35725 0.57027 0.39
H 2.80533 -0.38498 -1.01044 0.39
H -2.63249 0.09995 -2.34795 0.42
H -1.13905 -0.25164 -2.97086 0.46
H 1.06709 2.50303 -1.63593 0.45
H 0.67488 1.10558 -2.67410 0.44
```

=====

Record 2
Density functional theory data (ωB97M-V/def2-TZVPD) for a structure of composition C22H22BrCl3N3O3Pr at a distorted geometry.

Energy above the lowest of the compared OMol25 structures with the same formula, charge and spin in eV: 1.043
E_LUMO (alpha / beta) in eV: -6.96 / -6.95
Strongest force on any atom in eV/Å: 2.81
Orbital gap (alpha / beta) in eV: 6.71 / 6.73
Multiplicity: 3
Charge: +2

XYZ file:
```
55
Properties=species:S:1:pos:R:3:mulliken_charge:R:1
Pr -1.33191 -0.58938 0.25202 0.45
Cl -4.84943 3.41361 5.17318 -0.16
C -3.70400 2.63699 4.15916 0.33
C -4.09262 1.54756 3.38766 -0.91
C -3.15362 0.92634 2.58436 1.40
Cl -3.62970 -0.44987 1.60880 -0.27
C -1.81374 1.34305 2.50706 -0.66
O -0.89442 0.71552 1.78019 -0.17
C -1.47381 2.45905 3.29928 0.43
Cl 0.15628 2.99406 3.22028 -0.17
C -2.38970 3.09292 4.11319 -0.75
H -5.10861 1.19118 3.42627 0.50
H -2.08632 3.93178 4.71755 0.48
N -1.66629 -3.94415 2.94828 -0.40
C -1.29579 -2.78957 2.39655 0.75
N -0.76726 -1.83468 3.18354 -0.11
O -1.42388 -2.58961 1.15673 -0.51
H -1.54959 -4.13769 3.92883 0.19
H -2.06650 -4.66685 2.37102 0.25
H -0.63391 -1.96833 4.17420 0.25
H -0.57627 -0.89801 2.80332 0.08
C 3.15378 -0.84121 -4.00720 -1.81
C 1.97752 -0.21294 -3.35728 0.42
C 0.79182 -0.93319 -3.16969 -0.68
C -0.32708 -0.37099 -2.58143 1.34
C -1.61766 -1.18415 -2.58521 -1.83
C -0.27496 1.00489 -2.16342 1.48
C -1.42934 1.62311 -1.55146 -0.99
O -2.29227 0.98614 -0.93230 -0.40
C 0.91315 1.75424 -2.38946 0.59
C 1.09256 3.17426 -1.96561 -1.86
C 2.00448 1.11964 -2.96430 -0.64
H 3.08648 -1.92478 -3.98509 0.39
H 4.08756 -0.52082 -3.54836 0.39
H 3.19906 -0.53784 -5.05383 0.45
H 0.75005 -1.95288 -3.52780 0.53
H -1.59764 -1.85690 -3.44679 0.60
H -2.49411 -0.53516 -2.70496 0.39
H -1.74606 -1.83691 -1.68212 0.33
H -1.55301 2.71079 -1.65337 0.37
H 0.16758 3.73753 -1.91496 0.38
H 1.76510 3.67762 -2.65822 0.44
H 1.55689 3.21792 -0.97793 0.34
H 2.90276 1.69316 -3.13147 0.54
Br 5.70267 -1.30952 -0.61611 -0.01
C 3.84978 -1.20420 -0.28119 -0.14
C 3.00653 -2.28010 -0.55659 -0.80
C 1.64845 -2.11869 -0.37393 -0.20
N 1.08206 -0.98274 0.07395 0.29
C 1.91676 0.02097 0.40598 -0.20
C 3.28464 -0.04065 0.23974 -0.73
H 3.40701 -3.22096 -0.90011 0.53
H 0.97272 -2.94599 -0.57716 0.49
H 1.45598 0.91109 0.83294 0.48
H 3.90784 0.79537 0.51327 0.54
```

=====

Record 3
Density functional theory data (ωB97M-V/def2-TZVPD) for a structure of composition C25H42BBr2Cl2MgNO6 at a distorted geometry.

E_LUMO in eV: -10.97
Strongest force on any atom in eV/Å: 1.25
Orbital gap in eV: 1.54
Charge: +2

XYZ file:
```
80
Properties=species:S:1:pos:R:3:mulliken_charge:R:1
C -2.85917 4.92962 2.49875 -1.24
C -2.61614 4.42394 1.07789 -0.39
O -1.94487 3.16976 1.03521 -0.17
C -0.57677 3.22318 1.33823 -1.24
C 0.31973 2.61121 0.26325 -0.16
C 0.06481 3.26707 -1.11466 -2.25
C -0.74245 2.41990 -2.05723 0.32
C -2.02072 1.89523 -1.69759 0.17
C -2.72801 1.08531 -2.57072 -1.03
C -2.20508 0.77910 -3.79750 -0.41
C -0.94289 1.30536 -4.18717 0.73
C -0.38865 0.96566 -5.51645 -1.70
C -0.25014 2.11750 -3.30035 -0.59
O 0.25121 1.22177 -0.04942 0.65
C 0.29768 -0.01465 0.65872 2.10
C -1.14086 -0.42035 0.97938 -1.51
N -1.74423 0.19382 2.15608 -0.16
C 1.29835 -0.23190 1.86517 0.06
Br 0.71826 -1.68578 3.06791 -0.08
C 1.82427 0.93616 2.71217 0.41
C 1.36101 1.11482 4.14718 -1.60
Br 3.78348 0.73997 2.76045 -0.04
C 0.85004 -0.96131 -0.49483 -1.42
C -0.11550 -1.00583 -1.66272 -0.18
O 0.50251 -1.73871 -2.70409 -0.38
O 0.00023 -1.18762 -3.93478 -0.38
O 1.13629 -2.24229 0.04817 -0.32
C 0.31209 -3.36823 -0.20949 0.08
B 0.78398 -4.54015 0.76534 0.56
O 1.91455 -5.24088 0.46808 -0.56
C 0.02766 -4.96607 2.10933 -0.76
C -1.43722 -4.56789 2.17410 -0.42
C 2.26922 -0.43347 -0.99819 0.25
Cl 2.11581 0.85243 -2.21517 -0.07
C 3.18613 -1.60817 -1.42284 0.74
C 4.06084 -2.03155 -0.25722 -1.16
Cl 4.30703 -1.19039 -2.75950 -0.16
H -3.90711 5.16497 2.63774 0.35
H -2.27977 5.81814 2.71776 0.34
H -2.60627 4.14522 3.20434 0.28
H -3.56302 4.25423 0.57629 0.45
H -2.07752 5.16629 0.48743 0.39
H -0.39712 2.81261 2.32625 0.31
H -0.25326 4.26428 1.40149 0.81
H 1.33654 2.88822 0.53474 0.38
H 1.02178 3.44598 -1.59141 0.62
H -0.39569 4.24196 -0.97045 0.55
H -2.43529 2.12919 -0.73424 0.72
H -3.68605 0.70104 -2.26404 0.52
H -2.75011 0.13963 -4.47261 0.46
H 0.63347 1.30143 -5.63103 0.39
H -0.40186 -0.11821 -5.63448 0.39
H -1.01684 1.37006 -6.30846 0.41
H 0.71247 2.49621 -3.60540 0.78
H -1.73437 -0.13233 0.11116 0.11
H -1.19586 -1.50422 1.05993 0.33
H -1.08318 0.68727 2.73567 -0.02
H -2.16789 -0.49939 2.75318 0.41
H 2.17084 -0.70784 1.46719 -0.22
H 1.72356 1.87014 2.20921 -0.05
H 1.87201 0.43940 4.81965 0.53
H 1.62785 2.12084 4.45666 0.44
H 0.28400 1.02238 4.25850 0.35
H -1.06627 -1.47250 -1.40850 0.83
H -0.34146 -0.00208 -1.99951 -0.83
H 0.82528 -1.14504 -4.43753 0.35
H 0.47491 -3.71783 -1.23169 -0.12
H -0.75530 -3.15240 -0.12779 0.05
H 1.80828 -5.99307 -0.12095 0.34
H 0.54528 -4.55508 2.97149 0.34
H 0.12916 -6.04521 2.20148 0.48
H -1.95603 -4.55684 1.21883 0.69
H -1.57171 -3.58222 2.62996 0.39
H -1.98933 -5.31611 2.80623 -0.17
H 2.79273 0.04872 -0.18303 0.22
H 2.60408 -2.41356 -1.83680 0.03
H 3.46858 -2.17157 0.64010 0.08
H 4.77267 -1.23692 -0.05169 0.42
H 4.61515 -2.93155 -0.48850 0.43
Mg -3.45983 -5.09081 3.69735 0.72
```

=====

Record 4
Density functional theory data (ωB97M-V/def2-TZVPD) for a structure of composition C3H6IN2 at a distorted geometry.

Energy above the lowest of the compared OMol25 structures with the same formula, charge and spin in eV: 3.125
E_LUMO in eV: -4.72
Strongest force on any atom in eV/Å: 5.34
Orbital gap in eV: 9.20
Charge: +1

XYZ file:
```
12
Properties=species:S:1:pos:R:3:nbo_charge:R:1
C 1.47785 0.05350 -0.04306 0.27
C -1.01376 -0.70018 0.08940 -0.27
C -0.80519 0.80367 0.01504 -0.23
N 0.27609 -1.46108 0.02685 -0.56
N 0.66589 1.03974 0.00583 -0.53
I 3.49891 -0.06738 -0.03018 0.48
H -1.52553 -0.90154 1.11810 0.22
H -1.74661 -1.00176 -0.66867 0.24
H -1.03099 1.01618 -1.01580 0.24
H -1.21146 1.39562 0.84492 0.25
H 0.57129 -2.22542 -0.59442 0.42
H 0.84349 2.04866 0.25200 0.46
```

=====

Record 5
Density functional theory data (ωB97M-V/def2-TZVPD) for a cluster of 3 separate species, C3H10N2O2 in total at a distorted geometry.

Energy above the lowest of the compared OMol25 structures with the same formula, charge and spin in eV: 9.974
E_LUMO in eV: -4.92
Strongest force on any atom in eV/Å: 3.79
Orbital gap in eV: 4.21
Charge: 0

XYZ file:
```
17
Properties=species:S:1:pos:R:3:nbo_charge:R:1
C -0.55574 -1.37448 -0.86613 -0.47
N -1.27485 -0.30131 -0.32188 -0.30
C -0.46979 0.82126 0.04691 -0.37
C 0.87256 0.88220 -0.58767 0.50
N 1.72617 1.23673 0.32672 -0.52
O 1.10660 0.59599 -1.78533 -0.60
H -0.23293 -1.36920 -1.92581 0.29
H 0.29350 -1.76387 -0.27400 0.25
H -1.30524 -2.18888 -0.93866 0.22
H -1.78640 -0.63026 0.53041 0.44
H -0.88101 1.68185 -0.57973 0.31
H -0.42459 0.92824 1.17129 0.32
H 1.34004 -0.34000 2.70909 0.02
H 1.27137 -0.63302 2.03752 -0.01
H 2.61214 1.34988 -0.15133 0.35
H -1.97842 -1.42548 2.72322 0.44
O -1.25032 -1.11238 2.17351 -0.86
```

=====

Record 6
Density functional theory data (ωB97M-V/def2-TZVPD) for a structure of composition C4H12N2 at a distorted geometry.

Energy above the lowest of the compared OMol25 structures with the same formula, charge and spin in eV: 5.286
E_LUMO in eV: 1.08
Strongest force on any atom in eV/Å: 6.70
Orbital gap in eV: 8.73
Charge: 0

XYZ file:
```
18
Properties=species:S:1:pos:R:3:nbo_charge:R:1
C -0.15932 -0.85265 -0.45012 -0.14
C 1.69555 -0.97085 -0.26810 -0.44
C -2.40467 1.15330 0.24972 -0.43
C 2.37784 0.36935 -0.11537 -0.64
N -0.25126 -0.63997 0.90690 -0.38
N -1.97474 -0.20906 0.46172 -0.64
H 0.11072 0.27094 1.18952 0.35
H -2.70284 -0.91919 0.43841 0.37
H -0.26225 -0.06803 -1.19996 0.18
H -0.42876 -1.85327 -0.77619 0.20
H 1.98084 -1.69808 0.48893 0.21
H 1.87260 -1.40588 -1.25374 0.20
H -2.86080 1.30474 -0.73976 0.19
H -3.11891 1.49918 1.00832 0.18
H -1.55642 1.84837 0.30094 0.19
H 3.43900 0.30555 -0.38066 0.22
H 2.31485 0.74184 0.90958 0.20
H 1.92857 1.12371 -0.77014 0.20
```

=====

Record 7
Density functional theory data (ωB97M-V/def2-TZVPD) for a cluster of 2 separate species, C9H14O in total at a distorted geometry.

Energy above the lowest of the compared OMol25 structures with the same formula, charge and spin in eV: 2.259
E_LUMO in eV: 0.81
Strongest force on any atom in eV/Å: 4.16
Orbital gap in eV: 8.89
SMILES: Cc1ccc(O)cc1.CC
Charge: 0

XYZ file:
```
24
Properties=species:S:1:pos:R:3:nbo_charge:R:1
C -2.14791 1.38048 -1.25288 -0.64
C -1.62171 0.08329 -0.69612 -0.04
C -2.37850 -1.07383 -0.90383 -0.18
C -2.05112 -2.22265 -0.13688 -0.31
C -0.88493 -2.19368 0.58025 0.31
O -0.24527 -3.23673 1.19125 -0.70
C -0.01444 -1.00254 0.71892 -0.24
C -0.51633 0.10058 0.17716 -0.21
H -1.99612 2.22770 -0.65865 0.21
H -3.19905 1.57856 -1.49444 0.23
H -1.37740 1.55651 -2.16004 0.21
H -3.22692 -1.04415 -1.55188 0.21
H -2.70515 -3.15331 -0.13418 0.22
H -0.59554 -4.16574 1.07202 0.49
H 0.75993 -1.11998 1.49918 0.23
H -0.22519 1.11931 0.46495 0.21
C 2.27562 2.04254 0.39648 -0.62
C 3.34307 0.90635 0.43975 -0.64
H 1.34476 1.51407 0.62841 0.21
H 2.52031 2.69084 1.22429 0.21
H 2.12302 2.65061 -0.58607 0.21
H 4.26395 0.91116 1.07912 0.21
H 3.68863 0.48463 -0.55603 0.21
H 2.86631 -0.03402 0.65922 0.21
```

=====

Record 8
Density functional theory data (ωB97M-V/def2-TZVPD) for an isolated molecule of C4H8O2.

Energy above the lowest of the compared OMol25 structures with the same formula, charge and spin in eV: 5.845
E_LUMO in eV: 0.75
Strongest force on any atom in eV/Å: 0.98
Orbital gap in eV: 8.35
Charge: 0

XYZ file:
```
14
Properties=species:S:1:pos:R:3:nbo_charge:R:1
C -1.17897 1.14771 -0.13855 -0.21
O 0.27802 0.04592 -1.65708 -0.87
C 0.83699 -0.66254 -0.71281 0.13
C 1.15370 0.23694 0.54522 -0.11
O -0.33442 0.16351 0.84795 -0.39
C -0.25767 -1.24089 0.26898 -0.11
H -1.78128 1.56120 0.65615 0.17
H -0.56749 1.89162 -0.65934 0.24
H -1.75479 0.61577 -0.90154 0.24
H 1.64008 -1.37267 -0.99673 0.12
H 1.44111 1.27703 0.40741 0.20
H 1.68822 -0.22689 1.38708 0.19
H -1.23275 -1.52353 -0.12236 0.20
H 0.06925 -1.91317 1.07561 0.19
```